# 1
A cluster of 2 separate species, C4H13N3O in total at a distorted geometry. Source: OMol25; level of theory: ωB97M-V/def2-TZVPD.

```
21
Properties=species:S:1:pos:R:3:forces:R:3
C 1.270 -1.249 -0.764 0.2 0.8 -0.1
C 0.571 -0.641 0.427 -1.9 -1.4 1.5
O 1.117 -0.571 1.529 -0.9 -0.1 -1.3
N -0.879 -0.409 0.302 2.3 -0.9 0.2
C -1.611 -0.850 -0.882 0.4 -0.2 0.3
C -1.652 -0.424 1.536 -0.1 0.5 0.1
H 0.926 -2.275 -0.909 -0.1 0.1 0.0
H 2.346 -1.258 -0.572 -0.2 0.0 0.1
H 1.102 -0.663 -1.669 0.0 -0.1 0.0
H -1.752 -1.935 -0.851 -0.1 -0.1 -0.2
H -2.602 -0.388 -0.895 0.2 0.1 0.0
H -1.065 -0.595 -1.791 -0.2 0.1 0.1
H -2.077 0.576 1.663 -0.2 -0.2 0.3
H -1.057 -0.658 2.420 0.3 0.1 -0.3
H -2.461 -1.160 1.500 0.0 0.1 -0.2
N 0.892 1.872 0.346 -1.8 0.7 0.3
N 1.621 2.221 -0.841 0.1 -0.1 -0.7
H -0.122 1.484 0.165 3.6 0.8 0.5
H 1.471 1.484 1.104 -1.0 0.3 -1.1
H 2.621 2.293 -0.644 -0.5 -0.2 0.2
H 1.343 3.147 -1.173 0.1 -0.2 0.5
```
Positions in Å, forces in eV/Å.

The SMILES is CC(=O)N(C)C.NN. The calculation puts the HOMO energy at -7.40 eV. As for the energy above the lowest of the compared OMol25 structures with the same formula, charge and spin: 69.4 kcal per mole.

# 2
A structure of composition C27H50OP2W at a distorted geometry. Source: OMol25; level of theory: ωB97M-V/def2-TZVPD.

```
81
Properties=species:S:1:pos:R:3:forces:R:3
W 0.534 -1.018 -0.237 -0.7 2.3 0.0
C -0.602 -2.452 1.270 0.4 -1.1 0.4
C 0.697 -2.905 0.867 0.5 -1.0 2.2
C 0.927 -0.881 1.988 0.0 1.6 2.6
C -0.472 -1.166 1.854 -0.7 -0.8 1.2
C 1.670 -1.972 1.389 0.5 -1.1 -0.5
C -1.801 -3.345 1.389 -1.0 -0.3 -0.4
H -1.683 -4.267 0.799 0.0 0.4 0.3
H -2.757 -2.849 1.086 1.1 -0.7 0.6
H -1.949 -3.649 2.442 0.4 0.2 -0.3
C -1.572 -0.447 2.601 0.0 0.2 0.1
H -2.576 -0.505 2.125 0.9 -0.1 0.3
H -1.304 0.614 2.738 -0.1 -0.5 0.1
H -1.682 -0.914 3.596 0.2 0.2 -0.3
C 1.414 0.211 2.834 -0.1 -2.9 -0.2
H 0.991 0.195 3.854 0.0 0.3 -0.5
H 0.828 1.667 2.518 -0.4 1.9 -0.7
H 2.475 0.469 2.745 -0.3 0.4 -0.1
C 3.072 -2.350 1.783 0.5 0.0 0.3
H 3.088 -2.700 2.829 -0.3 0.1 -0.2
H 3.796 -1.516 1.752 -0.4 -0.5 0.0
H 3.466 -3.187 1.202 -0.1 0.2 -0.2
C 1.042 -4.311 0.448 -0.1 -0.1 -0.2
H 1.756 -4.804 1.122 -0.1 0.4 -0.1
H 1.471 -4.302 -0.548 0.1 -0.2 -0.2
H 0.156 -4.949 0.436 0.1 0.2 -0.1
C -1.200 0.918 -2.774 -1.6 0.2 -0.7
C -1.833 -0.183 -3.217 -0.6 1.0 -0.8
C -1.259 -1.068 -4.291 -0.3 0.1 -1.1
C 0.261 -1.291 -4.128 -0.5 -0.7 -0.1
C 0.821 -1.111 -2.705 1.4 0.3 -0.6
C 1.421 0.090 -2.349 1.9 -0.3 -1.7
C 1.234 1.353 -3.202 -0.2 0.7 0.3
C -0.219 1.633 -3.616 0.5 0.1 -0.5
H -1.403 -0.612 -5.297 -0.1 -0.3 0.5
H 0.766 -0.655 -4.885 0.1 -0.1 1.0
H -1.774 -2.047 -4.337 0.1 0.6 0.2
H -0.367 1.400 -4.687 0.0 -0.1 0.5
H -1.445 1.415 -1.822 -0.5 0.0 -0.9
H -2.863 -0.429 -2.943 0.7 0.0 0.6
H -0.423 2.710 -3.541 0.1 -0.3 0.1
H 1.616 2.233 -2.652 0.0 -0.5 -0.2
H 2.467 0.083 -1.966 -1.1 -0.3 -0.4
H 1.783 1.349 -4.173 0.3 -0.5 1.0
H 0.501 -2.320 -4.460 -0.1 0.4 0.4
H 1.144 -2.057 -2.203 0.2 0.3 -0.3
P -3.095 -1.153 -0.206 0.8 0.3 -0.2
C -4.382 0.095 -0.634 0.1 0.0 -0.7
C -2.678 -2.395 -1.514 -0.3 0.1 -0.4
P 2.859 0.326 0.164 -0.3 0.0 0.3
C -1.475 -0.297 -0.211 0.7 0.3 -0.7
C 4.257 -0.480 -0.725 -0.4 0.3 -0.3
C 2.932 2.132 -0.011 0.2 0.1 -0.2
H -4.247 0.983 0.009 0.1 -0.4 -0.3
H -5.352 -0.352 -0.374 0.3 0.1 -0.1
H -4.373 0.370 -1.700 -0.1 0.2 0.5
H -1.890 -2.039 -2.193 -0.5 -0.3 0.4
H -3.583 -2.620 -2.095 0.3 -0.2 0.0
H -2.293 -3.304 -1.052 -0.4 0.0 0.1
H 2.227 2.418 -0.808 0.2 0.1 0.4
H 3.937 2.511 -0.270 -0.4 -0.3 0.2
H 2.561 2.567 0.944 0.1 -0.2 -0.6
H -1.565 0.676 0.298 0.3 0.0 -0.4
H -0.896 -0.319 -1.244 -1.8 0.7 0.5
H 4.916 -0.962 0.004 0.0 0.2 -0.1
H 4.819 0.207 -1.371 -0.1 -0.3 0.2
H 3.802 -1.281 -1.316 0.3 -0.1 -0.1
C -0.362 3.311 4.154 0.0 -0.2 -0.1
C -0.209 3.486 2.647 -0.3 0.6 -0.1
C -1.547 3.294 1.943 -0.2 -0.1 -0.2
C 0.291 4.889 2.316 0.1 -0.1 -0.5
O 0.772 2.610 2.070 0.1 -1.3 0.5
H 0.580 3.517 4.672 -0.1 -0.1 -0.1
H -0.700 2.287 4.387 0.1 0.3 0.1
H -1.124 4.011 4.525 0.2 -0.2 0.0
H -2.268 4.056 2.279 0.2 -0.3 -0.2
H -1.410 3.393 0.852 -0.1 0.0 0.4
H -1.961 2.304 2.167 -0.1 0.2 -0.1
H 1.265 5.047 2.775 0.0 0.1 0.0
H 0.386 4.979 1.217 0.0 0.1 0.5
H -0.406 5.657 2.665 0.1 -0.1 0.0
```
Positions in Å, forces in eV/Å.

The spin multiplicity is 3. The calculation puts the HOMO energy (spin up / spin down) at -13.22 / -13.12 eV. As for the energy above the lowest of the compared OMol25 structures with the same formula, charge and spin: 90.2 kcal per mole. The charge is +2.

# 3
The ion C4H8N3S with charge +1 at a distorted geometry. Source: OMol25; level of theory: ωB97M-V/def2-TZVPD.

```
16
Properties=species:S:1:pos:R:3:forces:R:3
C -0.681 0.741 0.977 -1.8 -2.5 3.4
C 0.832 1.890 -0.371 0.5 -2.6 1.8
C 0.120 -0.617 0.906 1.8 3.0 -2.1
C 0.873 -0.481 -0.408 -2.6 -0.5 -1.0
N -0.101 1.884 0.457 -0.7 1.8 -0.7
N 1.479 0.664 -0.735 2.5 0.0 -1.4
N -1.253 -0.336 -1.331 1.0 -0.2 0.1
S -2.125 0.269 -0.137 0.2 -1.5 0.9
H -1.024 0.917 2.100 0.5 -0.3 -2.4
H 1.263 2.766 -0.707 0.8 1.7 -1.0
H 0.940 -0.497 1.580 0.4 -0.4 1.2
H -0.479 -1.486 1.004 -0.1 -0.8 0.2
H 0.905 -1.268 -1.158 0.8 -0.4 0.6
H 2.385 0.654 -1.372 -3.0 0.1 1.4
H -1.133 0.277 -2.133 -0.7 0.2 0.1
H -2.423 -1.021 0.607 0.3 2.5 -1.2
```
Positions in Å, forces in eV/Å.

The calculation puts the HOMO energy at -13.35 eV. As for the energy above the lowest of the compared OMol25 structures with the same formula, charge and spin: 108.5 kcal per mole. The charge is +1.